Below is a cluster of 13 separate species, C42H76N6O15S3 in total in a non-equilibrium geometry, with properties calculated with wB97M-V/def2-TZVPD.

```
! wB97M-V def2-TZVPD RIJCOSX def2/J DEFGRID3
* xyz 0 1
S -0.1743 -0.0732 0.0982
S -8.4161 -3.1349 -4.4049
S 8.1547 0.5614 -4.1177
O -5.7590 -7.0592 1.6390
O -7.0038 -2.4201 -4.4416
O 4.5936 4.6506 4.3593
O -4.9397 1.8738 -8.4973
O 0.8105 -0.7877 -0.8072
O -3.9885 -5.8536 1.4442
O -3.9009 2.6223 -10.3113
O 5.5330 -6.0019 1.1575
O 6.6621 -6.2613 3.1325
O 4.4042 -5.8577 2.9992
O -2.9723 1.1598 -8.7990
O 5.7548 6.2114 5.4243
O 8.4646 0.8775 -5.5860
O -4.0271 -7.3068 3.1370
O 5.8367 6.0536 3.0941
N -0.4388 -0.4192 7.1191
N -1.1873 -5.3122 -8.8690
N -6.6421 0.3855 2.6114
N 0.0484 5.7393 -6.4574
N -3.7017 8.1373 6.6524
N 7.0479 -0.6497 3.7580
C 8.9799 -0.9574 6.5725
C -2.7530 7.7221 6.1612
C 3.5051 -5.2694 2.0645
C 7.6711 -1.2270 -4.0082
C -1.0971 -5.4642 -7.7371
C 0.7706 6.2311 -7.2261
C 5.4833 5.6767 4.2460
C -2.6420 6.5235 3.3822
C 6.5710 1.3557 -3.5708
C 0.5081 -3.6792 8.0363
C -7.2300 2.5836 5.2196
C -0.7916 -1.4540 6.7709
C 2.1039 6.0532 -9.4726
C -1.5144 7.1377 5.5425
C 4.8785 5.5485 6.4356
C -3.9004 2.0490 -9.2431
C -4.5874 -6.7754 2.1712
C 1.7049 6.7990 -8.2293
C -6.8538 3.3595 6.4441
C 1.4707 -4.7828 -5.8539
C 4.2487 -5.4367 0.7740
C -9.5383 -1.7055 -4.4228
C -3.6065 0.2706 -7.8794
C -6.0875 -6.1322 0.6302
C 7.6295 -0.2401 4.6729
C -4.7053 -5.5735 0.2881
C 2.4756 4.5632 -9.2621
C -0.7299 -4.0045 7.2353
C -4.7641 1.0770 -7.3680
C -6.4744 0.9235 3.6241
C -6.2042 1.5093 4.9379
C -1.2813 0.9104 -1.0085
C 0.4652 -5.9460 -5.8216
C 5.6559 -6.0096 2.4592
C -8.6652 -3.7138 -6.1844
C 0.7400 1.3109 0.8471
C 3.9860 4.7142 5.5861
C 9.7592 -1.7616 5.5900
C -1.2571 -2.8285 6.3614
C -0.9530 -5.6591 -6.2947
C -1.5270 7.3965 4.0104
C 8.3534 0.2539 5.8588
H 1.8206 4.1470 -8.4967
H 9.5378 -0.6877 7.4692
H -9.5138 -1.2941 -3.4137
H -8.5142 -2.8960 -6.8891
H -0.3895 -4.8063 6.5800
H -1.3205 -4.7594 -5.8010
H -3.9304 -0.5648 -8.5001
H -4.6902 -4.4937 0.1404
H -10.5868 -1.9508 -4.5915
H 5.4207 4.9103 7.1333
H -8.0165 -4.5276 -6.5085
H -7.0837 3.2932 4.4052
H -7.5764 4.1690 6.5466
H 1.6874 1.5510 0.3645
H -5.2100 1.9531 4.8849
H 5.6520 1.0469 -4.0690
H -1.1891 -3.1046 5.3091
H 0.4558 -6.4059 -4.8334
H -0.6567 7.6068 6.0247
H -0.6150 7.1029 3.4907
H -1.6307 8.4429 3.7234
H 2.4482 -4.9283 -5.3940
H -3.0685 -0.2218 -7.0693
H 2.9712 5.1082 5.6405
H 0.9229 -4.5874 8.4735
H 7.4562 -1.3957 -2.9529
H -2.4764 5.4627 3.5703
H 9.2097 -2.0602 4.6973
H 0.9321 -6.6125 -6.5467
H 6.8163 -1.4389 -4.6504
H -5.5632 0.3478 -7.2346
H 0.1216 2.2084 0.8373
H -1.4030 6.0712 5.7382
H -9.1551 -0.9917 -5.1520
H -1.5435 -4.3464 7.8750
H 1.0227 -3.8481 -5.5167
H -2.1581 1.3579 -0.5405
H -4.3934 1.5125 -6.4400
H 3.4096 -4.1923 2.2014
H -8.2843 2.3081 5.2432
H 3.8226 -5.9835 -0.0671
H -4.2300 -5.9977 -0.5963
H -5.8466 3.7562 6.3169
H 2.5212 -5.7362 2.1106
H -0.7484 1.6544 -1.6006
H 1.3179 -3.1627 7.5209
H 10.5582 -1.0806 5.2967
H -1.6772 0.1739 -1.7079
H 9.0044 1.1039 5.6544
H -6.4641 -6.6196 -0.2691
H -9.6755 -4.0717 -6.3824
H 8.5661 -1.8108 -4.2231
H -1.7170 -6.4000 -6.0590
H 10.1757 -2.6435 6.0768
H -6.8981 2.6699 7.2872
H 3.5392 4.5487 -9.0239
H 1.3210 5.9751 -10.2271
H 0.9538 1.2094 1.9111
H -6.2107 0.6853 5.6514
H 7.5279 0.7239 6.3933
H 3.7971 3.7194 5.9896
H -6.8673 -5.4484 0.9657
H -3.6154 6.8824 3.7166
H 1.2214 7.7477 -8.4626
H -2.6135 6.7435 2.3150
H 2.5600 6.8647 -7.5567
H 1.6581 -4.5690 -6.9061
H 2.9698 6.5173 -9.9447
H 2.2277 3.8563 -10.0538
H 4.2114 6.2588 6.9242
H 8.1582 -1.6107 6.8661
H 4.5151 -4.4391 0.4249
H 6.7282 2.4341 -3.5887
H 0.3882 -3.0532 8.9206
H 6.2884 0.9856 -2.5852
H -2.3393 -2.8532 6.4890
*
```

Results
Relative energy (zero: lowest compared OMol25 entry of this formula, charge and spin): 22.09 kcal/mol
HOMO-LUMO gap: 8.43 eV
Highest occupied orbital energy: -8.7100 eV

---

Below is a structure of composition C52H52ClFeN7OS4, with properties calculated with wB97M-V/def2-TZVPD.

```
! wB97M-V def2-TZVPD RIJCOSX def2/J DEFGRID3
* xyz 0 5
Fe -0.9696 1.6968 0.5214
Cl 0.1258 -3.6372 -6.3243
S -3.0733 3.1324 -0.3430
S -2.0853 1.8792 2.5254
S -3.2728 7.1107 0.8712
S 6.4402 -0.0434 0.7867
O 2.7896 -5.5060 1.8374
N -0.1146 3.9664 0.5884
N 0.8897 -1.6133 3.3886
N 0.0555 -0.5278 1.5820
N 1.2928 -2.2088 2.2332
N -1.0926 1.4163 -1.8920
N 1.6495 1.8860 0.4739
N -2.7369 -0.1694 0.0736
C -1.2115 4.2002 -4.4018
C 5.5574 -2.3226 0.1076
C -5.7585 0.2877 3.0158
C 0.7837 -5.1287 4.0312
C 0.2189 -6.6912 2.1985
C -4.9874 -0.5612 0.9223
C 0.5637 -4.2107 -4.7425
C 2.1177 3.1431 0.3219
C 3.9270 4.7721 -0.0166
C -2.5934 9.5233 0.4244
C 0.8099 -1.5325 1.1874
C -3.6758 8.7585 0.7413
C 3.0443 5.7842 -0.0200
C 1.6466 -4.6503 1.6890
C -2.3713 -1.6020 0.1227
C 6.6924 -1.7118 0.5360
C -5.9892 -0.4704 1.8709
C 4.3824 2.3452 0.1522
C 0.2711 0.9738 -2.2307
C 4.7951 -0.1251 0.2956
C -3.5211 0.8858 2.2182
C -0.8707 -4.4686 2.2684
C 0.0128 -5.4050 -2.7423
C -2.7221 4.7016 -2.5923
C 1.6256 -5.5592 -0.7999
C -0.3449 -4.9522 -4.0074
C 0.1376 -0.6176 2.9489
C 1.3136 -4.4256 0.1890
C -2.0384 0.3113 -2.2363
C -1.4481 2.6727 -2.5347
C 1.2659 -5.1275 -2.2036
C 2.2290 -3.3333 2.2230
C 4.4690 -1.4065 -0.0359
C 2.5335 0.9141 0.4533
C -3.7610 0.0876 1.0792
C -4.5520 0.9550 3.1738
C -0.8790 3.0148 -3.7616
C 1.8193 -3.9231 -4.2351
C -3.2018 0.1182 -1.2909
C 1.6414 5.5425 0.1759
C -0.6019 6.3331 0.4703
C 0.4517 -5.2091 2.5312
C -0.9531 4.9770 0.6888
C 3.9213 1.0718 0.2911
C -1.6108 7.4144 0.5228
C 2.1605 -4.3843 -2.9697
C 1.1795 4.2414 0.3570
C -2.1432 5.0454 -3.8086
C -2.3899 3.5126 -1.9121
C -1.4090 8.7465 0.3011
C 0.7093 6.5901 0.2064
C 3.4828 3.4169 0.1587
H 5.4453 2.5400 0.0271
H 5.4950 -3.3868 -0.0986
H -1.5889 -4.7361 3.0508
H -2.4524 0.4891 -3.2289
H -4.7010 9.0769 0.8962
H 2.5566 -6.3934 1.5455
H -0.3814 0.0737 3.6062
H 3.1510 -4.1619 -2.5744
H 0.7552 -4.1052 4.4108
H 0.0471 -5.7138 4.5936
H 3.0643 -3.0729 1.5828
H 0.9575 1.8161 -2.1775
H -3.1705 -2.2291 -0.2917
H -2.2021 -1.9057 1.1501
H -0.1644 2.3478 -4.2375
H -0.7037 -5.9882 -2.1652
H -1.3214 -5.1738 -4.4216
H 1.0684 -6.4627 -0.5527
H 1.0559 7.6072 0.0416
H -0.6733 -7.0347 2.7312
H 4.9897 4.9587 -0.1445
H -2.6344 10.5982 0.2851
H -1.4608 -1.7912 -0.4569
H -6.9329 -0.9892 1.7212
H -4.3799 1.5759 4.0508
H -2.4164 5.9784 -4.2944
H 2.1526 -0.0808 0.5965
H -5.1664 -1.1511 0.0238
H 3.3799 6.8074 -0.1593
H 2.5224 -3.3484 -4.8269
H 2.6878 -5.7989 -0.7505
H 0.0405 -6.8618 1.1313
H -1.3189 -4.7504 1.3068
H 1.7756 -5.5526 4.2363
H -6.5275 0.3705 3.7807
H 0.2606 -4.1552 0.0780
H -0.4368 9.1730 0.0570
H -3.4531 5.3565 -2.1293
H 0.3365 0.5314 -3.2301
H -3.8040 1.0091 -1.2723
H 2.6161 -3.4684 3.2233
H -0.7607 -3.3814 2.2893
H 1.8919 -3.5608 -0.1602
H 1.0499 -7.3249 2.5310
H 3.4878 -1.6870 -0.4189
H -0.7486 4.4540 -5.3497
H 0.5965 0.2161 -1.5132
H -3.8134 -0.7060 -1.6829
H 7.6650 -2.1510 0.7330
H -1.4525 -0.6111 -2.2958
H -1.9724 4.7045 0.9400
H 0.9621 -1.8540 0.1586
*
```

Results
Relative energy (zero: lowest compared OMol25 entry of this formula, charge and spin): 19.54 kcal/mol
HOMO-LUMO gap (spin up / spin down): 5.58 / 5.64 eV
Highest occupied orbital energy (spin up / spin down): -6.1632 / -6.2258 eV

---

Below is an isolated molecule of C3H4BrCl in a non-equilibrium geometry, with properties calculated with wB97M-V/def2-TZVPD.

```
! wB97M-V def2-TZVPD RIJCOSX def2/J DEFGRID3
* xyz 0 1
Br 2.1155 1.2610 0.3020
Cl -1.6796 0.0663 -1.1005
C -0.7461 1.3583 -0.3184
C 0.0344 -0.3596 1.4674
C 0.3432 0.6108 0.5945
H -0.1112 1.7947 -1.0023
H -1.6026 1.9014 0.1162
H -0.9363 -0.7464 1.6252
H 0.5914 -0.9824 2.2301
*
```

Results
Relative energy (zero: lowest compared OMol25 entry of this formula, charge and spin): 22.33 kcal/mol
HOMO-LUMO gap: 10.46 eV
SMILES string: C=C(Br)CCl
Highest occupied orbital energy: -9.6482 eV

---

Below is a structure of composition C46H54GeLuN10O5S2, with properties calculated with wB97M-V/def2-TZVPD.

```
! wB97M-V def2-TZVPD RIJCOSX def2/J DEFGRID3
* xyz 1 1
Lu -0.1971 -0.0942 1.3327
Ge 0.7639 0.0432 -3.6851
S -1.7924 2.8727 1.6916
S -2.7896 -1.5181 1.7307
O -0.2605 -0.5199 -0.9715
O -0.1582 -2.3939 3.3679
O 2.2074 -0.1416 0.5025
O -1.9927 0.5354 -0.1448
O -0.5320 2.2645 1.1227
N -0.5439 -3.3574 -1.0617
N -2.6362 0.3155 3.7332
N 2.0314 -1.0791 2.5343
N -4.6821 -0.4083 3.2393
N -0.7309 -4.7330 0.8459
N -1.3235 0.4785 3.4931
N 2.4332 -2.0984 4.5686
N 1.1864 1.4720 2.9657
N 4.1640 -1.5559 3.0297
N -0.1134 -2.5852 1.0869
C 1.8867 -4.5393 -3.0611
C -2.3466 3.7152 -0.8817
C -1.4023 0.0421 -1.1205
C 1.1586 2.5605 -2.2815
C 1.2703 0.3769 -5.5769
C 2.7398 -0.6599 1.4822
C -0.7009 -4.5225 2.2820
C 0.6113 -2.8070 -4.1374
C -0.2887 -3.0577 2.3529
C 2.5355 -3.5779 -2.2975
C -1.3202 1.4971 5.7383
C 5.3335 -2.0035 3.7521
C 1.5125 1.9277 5.2830
C 2.2172 -2.2343 -2.4482
C -2.8710 3.2286 0.3045
C 2.4603 -0.1962 -7.6084
C 3.2175 2.4894 3.7147
C -6.6977 -0.0174 1.8828
C 1.2562 -1.8336 -3.3733
C 3.9244 2.4464 -2.2202
C -3.1869 3.9078 -1.9649
C 2.3820 2.0036 2.7252
C -1.3083 4.5842 2.0122
C -1.3048 -5.9049 0.2206
C -4.5443 3.6262 -1.8483
C 3.2680 3.5664 -1.7239
C -0.4616 -3.5642 0.2418
C 1.3047 1.9020 -7.4623
C 3.1965 1.3937 -2.7534
C 4.2224 -0.9040 1.7331
C -3.3622 -0.4727 2.9476
C -2.0640 0.0095 -2.4785
C -0.6736 1.0827 4.4468
C 1.8825 3.6261 -1.7637
C 0.9186 -4.1523 -3.9799
C 1.8042 1.4331 -2.7782
C 2.7773 2.4210 5.0293
C 2.8793 -1.6000 3.4230
C -5.7678 -1.0452 2.5178
C -4.2172 2.9322 0.4291
C 2.0576 -0.5053 -6.3151
C -1.1932 0.4123 -3.6811
C 0.7198 1.4753 4.2213
C 2.0829 1.0072 -8.1847
C -5.0593 3.1447 -0.6533
C 0.9084 1.5871 -6.1715
H -0.1248 -2.5043 -4.8755
H -4.5949 2.5206 1.3585
H -1.2782 1.4884 -3.8532
H 2.7062 -1.4859 -1.8333
H -2.3826 -1.0308 -2.6033
H -1.5920 -0.0714 -4.5732
H 2.1427 -5.5855 -2.9507
H -1.0691 2.5324 5.9768
H -2.3935 1.3938 5.6385
H -1.1566 -6.7576 0.8784
H -0.6306 4.5718 2.8651
H -2.1996 5.1684 2.2347
H 5.0070 2.4022 -2.2079
H 6.0495 -2.4299 3.0512
H -6.1605 0.5731 1.1389
H 4.6754 -1.5412 0.9714
H -2.3758 -5.7830 0.0384
H -0.2594 -2.4374 -1.3916
H -2.7875 4.2777 -2.9009
H 0.0754 2.6070 -2.3113
H 4.1787 2.9146 3.4607
H -0.8023 -6.1183 -0.7231
H -1.6850 -4.6468 2.7391
H 3.3990 2.7693 5.8440
H -0.7992 4.9680 1.1296
H 5.8194 -1.1818 4.2833
H 1.3761 4.5136 -1.4017
H -7.1038 0.6546 2.6418
H -1.2853 3.9221 -0.9552
H 0.3120 2.3006 -5.6100
H 3.0258 -2.5238 5.2564
H -5.3183 -1.6778 1.7579
H 2.3624 -1.4474 -5.8725
H 1.0122 2.8454 -7.9067
H -5.1996 3.7841 -2.6952
H 2.3991 1.2504 -9.1911
H -6.1160 2.9276 -0.5662
H 0.0179 -5.1753 2.7812
H -0.6841 -4.1057 -1.7160
H 2.6781 2.0546 1.6822
H 3.7182 0.5387 -3.1710
H 0.4148 -4.8974 -4.5836
H 1.1299 1.8943 6.2926
H 3.8336 4.3945 -1.3151
H -2.9576 0.6296 -2.4182
H -4.9219 0.2379 3.9753
H 3.2929 -3.8807 -1.5841
H 3.0701 -0.8962 -8.1666
H -6.3325 -1.6818 3.2042
H 1.4235 -2.1940 4.6210
H 5.0631 -2.7776 4.4682
H 4.7644 0.0446 1.7692
H -0.9952 0.8701 6.5727
H -7.5326 -0.5165 1.3894
*
```

Results
HOMO-LUMO gap: 7.18 eV
Highest occupied orbital energy: -9.2120 eV

---

Below is a cluster of 6 separate species, C28H53BF4N11O8S in total in a non-equilibrium geometry, with properties calculated with wB97M-V/def2-TZVPD.

```
! wB97M-V def2-TZVPD RIJCOSX def2/J DEFGRID3
* xyz 1 1
S -3.0887 -2.5535 -1.3276
F -5.3321 -2.0114 -2.6988
F -4.9874 -4.0511 -2.0532
F -5.6372 -2.6061 -0.6185
F -5.5756 0.7131 -2.5720
O -8.2471 -7.8743 1.9461
O 3.6021 2.6381 2.1533
O 0.0030 3.6325 3.7278
O -2.9028 -3.2019 -0.0789
O -2.4204 -3.1451 -2.4317
O 2.6607 -0.3900 -2.4238
O 4.7074 -1.4585 1.7760
O 2.5727 1.7597 -4.5707
N 2.9285 0.2389 -0.0396
N 1.1075 4.3227 -2.3761
N -7.2109 -5.8783 1.6321
N 0.6122 -0.0447 -1.1373
N -1.3260 0.9016 -1.1024
N 2.0423 2.9460 -6.4381
N -1.6248 4.0098 5.2641
N 3.2850 1.1916 3.8765
N -0.2982 -1.0300 -1.1337
N -2.7413 -0.9398 -1.1782
N 6.7058 -2.4893 1.4902
C 1.0115 3.4665 -7.3177
C -3.5358 0.2161 -3.6699
C -1.4912 -0.3797 -1.1364
C -0.9735 4.2513 4.1160
C -1.1494 2.9373 6.1227
C -4.9166 -2.7802 -1.7202
C 3.7074 1.5255 2.6544
C 3.4391 3.2182 -6.7448
C -6.3787 -5.0421 0.7925
C 1.3014 2.8223 0.0377
C 2.6582 2.2147 4.7043
C -3.8562 0.0220 -1.0900
C 5.3803 -2.4062 1.3809
C 3.4341 -0.1584 4.3898
C 7.4523 -3.6381 1.0056
C -7.5547 -7.1355 1.2800
C 7.4270 -1.3897 2.1179
C -7.6963 -5.3540 2.8977
C 0.6030 -2.8813 -2.5500
C 1.8798 4.1269 -0.0770
C -2.7829 4.7831 5.6743
C 1.7540 2.2241 -5.3522
C 0.1539 -2.4037 -1.1277
C 0.6645 2.4385 -1.1051
C -4.2012 0.7480 -2.4084
C 0.5799 3.1386 -2.2684
C 1.6991 4.7547 -1.2741
C 0.0013 1.1291 -1.0992
B 2.1440 -0.0532 -1.2074
H 1.0117 -2.5509 -0.4768
H -5.4716 -4.7641 1.3360
H 2.4497 -0.5649 4.6345
H 4.0474 -0.1355 5.2937
H 1.1495 3.0677 -8.3237
H 2.1102 5.7571 -1.3387
H 2.3723 1.7895 5.6641
H -3.6596 0.7441 -0.3089
H 3.2288 -0.6068 0.4512
H 3.7847 0.7310 -0.2784
H 7.2495 -0.4682 1.5632
H -6.0993 -5.5758 -0.1134
H 4.1682 0.6874 2.1193
H 0.0756 2.7030 -3.1202
H -3.3083 -0.8444 -3.6600
H -3.0117 5.5433 4.9310
H 1.6524 -3.1499 -2.5367
H -4.7633 -0.4740 -0.7513
H 0.4676 -2.0384 -3.2220
H 7.9895 -4.1029 1.8330
H -1.7761 2.8676 7.0075
H -2.5819 5.2712 6.6292
H 8.1697 -3.3173 0.2494
H 3.9760 2.2796 -6.8819
H 3.5078 3.8128 -7.6513
H -0.5795 -3.1144 -0.7740
H 6.7782 -4.3697 0.5663
H -0.0158 -3.6959 -2.9038
H -1.1760 1.9908 5.5809
H -3.9353 1.7957 -2.2881
H 3.8984 3.7590 -5.9174
H 1.0735 4.5550 -7.3535
H 0.0261 3.1807 -6.9563
H 1.7740 2.6067 4.1954
H -6.9259 -4.1410 0.5216
H 3.3594 3.0358 4.8617
H 1.3821 2.2013 0.9093
H 8.4910 -1.6072 2.1310
H -3.6463 4.1249 5.7856
H 3.1548 0.3246 -2.8551
H -1.4074 5.0832 3.5373
H -7.1378 -7.4409 0.3040
H -7.3448 -5.9816 3.7172
H -8.7866 -5.3603 2.9068
H -2.6579 0.8257 -3.8727
H -4.2044 0.3841 -4.5098
H 0.6695 2.0733 -5.2120
H 4.9265 -3.2839 0.8945
H -7.3370 -4.3373 3.0379
H -0.1187 3.1326 6.4205
H 7.0704 -1.2500 3.1383
H 3.9073 -0.8005 3.6481
H 2.4346 4.5735 0.7265
*
```

Results
HOMO-LUMO gap: 8.33 eV
Highest occupied orbital energy: -10.6031 eV